{"formula": "C3H3Cl3O4S", "method": "wB97M-V/def2-TZVPD", "species": ["C", "C", "C", "O", "O", "O", "O", "S", "Cl", "Cl", "Cl", "H", "H", "H"], "positions_angstrom": [[1.504, -0.298, -0.131], [0.352, -0.034, 0.694], [2.577, 0.731, -0.126], [0.897, -2.790, 1.139], [1.509, -3.848, -1.011], [-0.540, -2.503, -0.856], [1.743, -1.334, -0.793], [0.687, -2.955, -0.287], [1.917, 2.176, -0.971], [3.109, 1.163, 1.560], [4.152, 0.215, -0.896], [0.284, -0.699, 1.598], [-0.798, -0.265, 0.402], [0.409, 0.863, 1.136]], "mulliken_charge": [0.84, -1.53, 0.42, -0.54, -0.48, -0.51, -0.47, 1.22, -0.08, -0.09, -0.10, 0.45, 0.35, 0.53], "homo_energy_ev": -11.18, "de_lowest_kj_mol": 0.0, "total_charge": 0}

{"formula": "C5H10O2", "method": "wB97M-V/def2-TZVPD", "species": ["C", "O", "C", "C", "C", "C", "O", "H", "H", "H", "H", "H", "H", "H", "H", "H", "H"], "positions_angstrom": [[-1.531, -0.300, -1.313], [-0.016, 0.112, -1.532], [0.950, -0.666, -0.770], [0.766, -0.501, 0.727], [1.151, 0.768, 1.459], [-0.287, 0.481, 1.203], [-0.896, 1.288, 0.259], [-1.570, -1.036, -2.085], [-2.220, 0.544, -1.511], [-1.868, -0.726, -0.344], [0.799, -1.704, -1.071], [1.986, -0.407, -1.068], [0.892, -1.422, 1.292], [1.542, 0.692, 2.466], [1.550, 1.589, 0.865], [-0.929, 0.164, 2.027], [-0.319, 1.125, -0.603]], "mulliken_charge": [-0.77, -0.51, -0.44, -0.14, -0.70, -0.18, -0.65, 0.35, 0.30, 0.33, 0.32, 0.28, 0.38, 0.29, 0.23, 0.39, 0.52], "homo_energy_ev": -8.77, "de_lowest_kj_mol": 400.0, "smiles": "COC[C@H]1C[C@H]1O", "total_charge": 0}

{"formula": "C26H29BiFN4P", "method": "wB97M-V/def2-TZVPD", "species": ["Bi", "N", "C", "C", "N", "H", "H", "H", "H", "H", "H", "H", "H", "N", "P", "C", "C", "C", "C", "C", "C", "C", "C", "C", "C", "C", "C", "C", "C", "C", "C", "C", "N", "H", "H", "H", "H", "H", "H", "H", "H", "H", "H", "H", "H", "H", "H", "H", "F", "C", "C", "C", "C", "C", "C", "C", "H", "H", "H", "H", "H", "H"], "positions_angstrom": [[0.808, 0.620, -0.995], [3.314, 1.004, -0.741], [3.668, 2.336, -0.232], [2.748, 3.404, -0.817], [1.411, 3.255, -0.241], [3.790, 0.269, -0.221], [3.617, 0.916, -1.708], [4.705, 2.590, -0.466], [3.556, 2.334, 0.854], [2.674, 3.290, -1.902], [3.198, 4.383, -0.615], [0.758, 3.870, -0.714], [1.434, 3.540, 0.734], [-1.718, 0.905, 1.128], [-1.869, 0.284, -0.470], [-2.461, -1.423, -0.317], [-3.049, -1.969, -1.458], [-3.425, -3.299, -1.467], [-3.194, -4.090, -0.350], [-2.611, -3.545, 0.783], [-2.235, -2.213, 0.805], [-3.312, 1.256, -0.995], [-4.542, 1.001, -0.390], [-5.626, 1.798, -0.704], [-5.491, 2.830, -1.621], [-4.271, 3.066, -2.235], [-3.175, 2.280, -1.925], [-0.574, 1.031, 1.845], [-0.615, 1.404, 3.201], [0.528, 1.343, 3.960], [1.709, 0.886, 3.366], [1.704, 0.625, 2.023], [0.603, 0.756, 1.259], [-2.578, 1.122, 1.624], [-3.217, -1.345, -2.327], [-3.896, -3.718, -2.342], [-3.473, -5.132, -0.363], [-2.447, -4.160, 1.654], [-1.786, -1.790, 1.694], [-4.645, 0.179, 0.306], [-6.579, 1.619, -0.234], [-6.340, 3.448, -1.865], [-4.177, 3.866, -2.952], [-2.220, 2.449, -2.403], [-1.553, 1.718, 3.631], [0.508, 1.620, 5.002], [2.606, 0.747, 3.945], [2.575, 0.258, 1.508], [6.184, -3.706, -0.374], [4.961, -3.176, -0.400], [4.538, -2.510, -1.541], [3.259, -1.988, -1.569], [2.403, -2.106, -0.472], [1.003, -1.607, -0.555], [2.875, -2.742, 0.676], [4.147, -3.286, 0.716], [5.198, -2.432, -2.389], [2.911, -1.500, -2.469], [0.468, -1.791, 0.371], [0.482, -2.112, -1.363], [2.229, -2.845, 1.537], [4.504, -3.818, 1.582]], "mulliken_charge": [1.10, -0.63, -0.51, -0.78, -0.48, 0.21, 0.38, 0.48, 0.31, 0.33, 0.44, 0.25, 0.22, 0.07, 0.26, 0.64, -0.70, -0.66, -0.53, -0.80, -0.23, 0.79, -0.61, -0.71, -0.54, -0.64, -0.46, 0.46, -0.88, -0.51, -1.13, -0.52, 0.65, 0.32, 0.45, 0.45, 0.44, 0.46, 0.43, 0.43, 0.44, 0.42, 0.44, 0.38, 0.50, 0.46, 0.51, 0.65, -0.30, 0.22, -0.71, -0.43, 0.50, -1.43, -0.22, -0.68, 0.49, 0.56, 0.29, 0.76, 0.45, 0.49], "homo_energy_ev": -13.65, "total_charge": 2}

{"formula": "CH6NOPS2", "method": "wB97M-V/def2-TZVPD", "species": ["C", "N", "O", "P", "S", "S", "H", "H", "H", "H", "H", "H"], "positions_angstrom": [[1.243, -1.963, -0.269], [-2.006, 2.074, 1.242], [1.744, 2.344, -0.062], [2.033, 0.907, 0.095], [3.823, 0.066, 0.352], [0.382, -0.367, -0.251], [1.469, -2.225, -1.415], [0.605, -2.660, 0.210], [2.234, -1.820, 0.184], [-2.598, 2.163, 0.399], [-1.787, 1.107, 1.485], [-1.109, 2.511, 0.926]], "mulliken_charge": [-0.65, -0.70, -0.52, 0.75, -0.33, -0.05, 0.28, 0.29, 0.21, 0.23, 0.23, 0.25], "homo_energy_ev": -10.00, "de_lowest_kj_mol": 99.7, "smiles": "CSP(=O)=S.N", "total_charge": 0}

{"formula": "C4H5NO", "method": "wB97M-V/def2-TZVPD", "species": ["C", "C", "C", "N", "C", "O", "H", "H", "H", "H", "H"], "positions_angstrom": [[-1.698, -0.355, -0.069], [-0.212, -0.416, -0.333], [0.687, 0.614, 0.279], [1.798, 1.143, -0.638], [2.107, 0.318, 0.243], [0.276, -1.303, -1.004], [-1.972, -1.203, 0.567], [-2.010, 0.574, 0.414], [-2.227, -0.473, -1.019], [0.272, 1.335, 0.981], [2.941, -0.267, 0.604]], "mulliken_charge": [-1.01, 0.58, 0.12, -0.43, -0.24, -0.55, 0.26, 0.31, 0.30, 0.34, 0.32], "homo_energy_ev": -9.90, "de_lowest_kj_mol": 205.4, "smiles": "CC(=O)[C@H]1C=N1", "total_charge": 0}

Gap between HOMO and LUMO / eV: 9.61 9.78 7.48 9.13 10.88